[1]
{"formula": "C4H8O4", "method": "wB97M-V/def2-TZVPD", "elements": ["O", "O", "C", "C", "H", "H", "H", "H", "O", "O", "C", "C", "H", "H", "H", "H"], "xyz": [[-0.6020, -0.6225, -1.3520], [0.6172, -1.3392, -3.2714], [-0.2954, -0.5758, -2.5573], [1.5080, -2.2657, -2.6627], [-0.8326, 0.0196, -3.3219], [1.2816, -2.6484, -1.6533], [2.4950, -1.7739, -2.6393], [1.5565, -3.1190, -3.3598], [0.7946, 0.3810, 2.6651], [-1.3242, 1.1464, 2.4970], [-0.3718, 0.2888, 2.2920], [-1.0621, 2.4874, 2.8669], [-0.7862, -0.5553, 1.7059], [-0.3127, 2.6065, 3.6675], [-1.9881, 3.0030, 3.1723], [-0.6779, 2.9673, 1.9511]], "nbo_charge": [-0.59, -0.52, 0.65, -0.27, 0.13, 0.21, 0.19, 0.20, -0.60, -0.50, 0.65, -0.27, 0.13, 0.20, 0.20, 0.19], "multiplicity": 1, "charge": 0, "total_energy_ev": -12466.5865, "lumo_energy_ev": 0.822, "max_force_ev_per_a": 4.1, "de_lowest_kj_mol": 248.2}



[2]
{"formula": "C31H38I2InN5OSSe2Si2", "method": "wB97M-V/def2-TZVPD", "elements": ["In", "I", "C", "C", "C", "I", "C", "O", "C", "C", "N", "C", "C", "C", "C", "C", "C", "N", "C", "H", "H", "H", "H", "H", "H", "H", "H", "H", "H", "H", "Se", "Se", "C", "C", "C", "C", "C", "N", "C", "C", "C", "C", "C", "N", "H", "H", "H", "H", "H", "H", "H", "H", "S", "C", "N", "C", "Si", "C", "C", "C", "Si", "C", "C", "C", "H", "H", "H", "H", "H", "H", "H", "H", "H", "H", "H", "H", "H", "H", "H", "H", "H", "H", "H"], "xyz": [[0.0061, -0.2613, -0.6024], [7.7156, -0.9315, -0.7637], [5.7188, -0.4914, -0.3494], [5.3631, 0.7592, 0.1234], [4.0330, 1.0359, 0.3978], [3.6174, 2.9768, 1.0492], [2.9947, 0.0958, 0.2345], [1.7477, 0.3640, 0.5217], [3.4088, -1.1617, -0.2675], [2.3700, -2.2146, -0.4879], [1.4258, -1.8405, -1.5637], [2.0591, -1.5457, -2.8481], [2.3296, -0.0685, -3.0432], [3.1589, 0.3657, -4.0699], [3.3862, 1.7203, -4.2171], [2.8130, 2.6006, -3.3091], [2.0149, 2.0808, -2.3099], [1.7540, 0.7768, -2.1987], [4.7353, -1.4457, -0.5468], [6.1138, 1.5214, 0.2764], [1.7829, -2.3430, 0.4241], [2.8520, -3.1678, -0.7243], [0.7485, -2.5870, -1.7015], [1.4055, -1.9024, -3.6459], [3.0118, -2.0788, -2.9355], [3.6278, -0.3558, -4.7267], [4.0138, 2.0860, -5.0189], [2.9927, 3.6648, -3.3638], [1.5948, 2.7205, -1.5431], [4.9970, -2.4274, -0.9233], [0.5638, 2.4976, 2.6152], [-1.5353, 2.2193, 3.5824], [-1.3037, 0.4202, 4.2466], [-2.1071, 0.0330, 5.3170], [-1.9101, -1.2243, 5.8535], [-0.9279, -2.0438, 5.3140], [-0.2015, -1.5646, 4.2389], [-0.3881, -0.3574, 3.7055], [0.0052, 3.1718, 0.9000], [0.1923, 4.5350, 0.6867], [-0.2546, 5.1029, -0.4910], [-0.9187, 4.2974, -1.4010], [-1.0345, 2.9497, -1.1163], [-0.5419, 2.3719, -0.0150], [-2.8576, 0.7042, 5.7134], [-2.5079, -1.5577, 6.6918], [-0.7277, -3.0247, 5.7211], [0.5652, -2.1706, 3.7682], [0.6446, 5.1346, 1.4640], [-0.1124, 6.1589, -0.6806], [-1.3287, 4.6954, -2.3181], [-1.5418, 2.2947, -1.8095], [-1.3429, 0.0635, -2.8345], [-1.2342, -1.5989, -3.0299], [-1.0888, -2.7427, -3.1506], [-3.2052, 0.8566, 0.4949], [-3.0874, -1.0101, 0.5616], [-4.1685, -1.5664, -0.8713], [-3.9020, -1.4956, 2.1841], [-1.2927, -1.6648, 0.5311], [-1.2288, -3.5666, 0.4132], [0.3094, -4.4800, -0.1916], [-1.3619, -4.1903, 2.1875], [-2.5971, -4.3767, -0.5736], [-4.1627, 1.1781, 0.9122], [-3.1602, 1.1972, -0.5415], [-2.4180, 1.3500, 1.0592], [-4.9236, -0.7934, -1.0326], [-4.6874, -2.5055, -0.6923], [-3.5980, -1.6669, -1.7955], [-4.9205, -1.0998, 2.2140], [-3.3499, -1.0680, 3.0242], [-3.9642, -2.5724, 2.3355], [-0.8879, -1.4398, 1.5268], [1.2110, -4.2711, 0.3820], [0.5178, -4.3646, -1.2580], [0.0754, -5.5367, -0.0422], [-0.5227, -3.8375, 2.7895], [-1.3361, -5.2833, 2.1926], [-2.2778, -3.8773, 2.6847], [-2.7092, -3.9456, -1.5676], [-3.5580, -4.3433, -0.0618], [-2.3273, -5.4282, -0.6980]], "mulliken_charge": [1.39, 0.05, -0.65, -0.37, -0.03, 0.05, -0.57, 0.17, 0.44, -1.05, 0.49, -1.49, 0.86, -1.14, -0.57, -1.23, -0.31, 0.79, -0.33, 0.39, -0.06, 0.82, -0.39, 0.62, 0.46, 0.53, 0.42, 0.50, 0.46, 0.48, 0.36, -0.11, 0.44, -0.94, -0.38, -0.70, -0.34, 0.14, -0.57, -0.77, -0.41, -1.06, -0.05, 0.70, 0.40, 0.38, 0.45, 0.59, 0.59, 0.44, 0.49, 0.18, -0.43, 0.54, -0.58, -0.48, 0.46, -1.10, -0.82, 1.17, 0.59, -1.46, -1.20, -1.10, 0.49, 0.19, -0.36, 0.44, 0.39, 0.17, 0.40, 0.02, 0.31, -1.50, 0.38, 0.45, 0.66, 0.20, 0.39, 0.24, 0.32, 0.30, 0.40], "multiplicity": 1, "charge": 0, "total_energy_ev": -220923.3963, "lumo_energy_ev": -0.215, "max_force_ev_per_a": 0.5, "de_lowest_kj_mol": 0.0}



[3]
{"formula": "CHFO2S", "method": "wB97M-V/def2-TZVPD", "elements": ["C", "O", "O", "F", "S", "H"], "xyz": [[0.8822, -0.2593, 0.0408], [1.8895, -0.8493, 0.2835], [-0.1854, -0.9378, -0.1681], [-1.7010, 1.1155, 0.5827], [-1.8223, -0.0243, -0.5966], [0.9370, 0.9553, -0.1424]], "nbo_charge": [0.63, -0.55, -0.59, -0.46, 0.86, 0.11], "multiplicity": 1, "charge": 0, "total_energy_ev": -18698.3347, "lumo_energy_ev": -1.531, "max_force_ev_per_a": 5.7, "de_lowest_kj_mol": 186.5}